DFT (ωB97M-V with the def2-TZVPD basis set) results for a structure of composition C9H11NO3 at a distorted geometry.

Each line ends with the Mulliken charge.
Positions of all 24 atoms, in Å:
O -2.221 1.285 3.479  -0.646
O -0.455 -0.039 4.039  -0.443
O 1.848 -0.916 -4.261  -0.535
N -2.157 0.480 0.987  -0.722
C 0.484 0.027 -0.459  0.349
C 0.003 0.869 0.832  -0.894
C -1.164 0.593 3.197  0.401
C 0.257 0.120 -2.842  -0.468
C -1.008 0.141 1.676  0.232
C 1.323 -0.737 -3.060  0.723
C 1.364 -1.121 -0.586  -0.647
C 1.911 -1.370 -1.975  -0.504
C -0.215 0.387 -1.521  -0.349
H 0.959 1.040 1.604  0.300
H -0.628 -0.955 1.897  0.262
H 2.368 -1.753 -4.177  0.309
H -2.008 1.627 1.068  0.343
H -3.234 0.339 1.782  0.358
H -1.054 1.118 -1.656  0.280
H 1.856 -1.579 0.255  0.394
H -0.783 -0.166 4.998  0.393
H -0.200 2.048 0.612  0.433
H 0.083 0.743 -3.773  0.243
H 2.671 -2.180 -2.114  0.187

HOMO ... -8.50 eV
ΔE to the lowest compared entry with this formula, charge and spin ... 559.1 kJ/mol
Gap between HOMO and LUMO ... 8.8 eV



DFT (ωB97M-V with the def2-TZVPD basis set) results for an isolated molecule of C9H11O2 at a distorted geometry.

Each line ends with the Mulliken charge.
Positions of all 22 atoms, in Å:
O 1.068 -0.099 -2.997  0.091
O -0.041 -0.738 -2.831  0.068
C 0.259 -0.369 0.453  -0.412
C 1.036 0.844 -1.629  0.246
C -2.273 0.772 0.235  -0.446
C -0.031 0.456 -0.667  0.494
C -2.031 -0.161 1.260  -0.827
C 2.482 0.716 -1.163  -1.495
C -1.284 1.107 -0.692  -0.915
C -0.757 -0.728 1.363  0.850
C -0.449 -1.737 2.435  -1.382
H 0.837 1.870 -2.033  0.283
H 2.785 -0.331 -1.061  0.348
H -0.054 -2.637 1.964  0.318
H 1.286 -0.706 0.630  0.294
H -1.360 -2.000 2.977  0.369
H 0.288 -1.400 3.163  0.297
H -2.808 -0.452 1.939  0.355
H 3.113 1.179 -1.910  0.431
H -3.238 1.279 0.198  0.352
H 2.636 1.241 -0.221  0.332
H -1.462 1.895 -1.412  0.349

HOMO (spin up / spin down) ... -4.89 / -8.39 eV
<S²> ... 3.79
Spin multiplicity ... 4
ΔE to the lowest compared entry with this formula, charge and spin ... 291.7 kJ/mol
Gap between HOMO and LUMO (spin up / spin down) ... 5.8 / 5.1 eV



DFT (ωB97M-V with the def2-TZVPD basis set) results for a cluster of 2 separate species, C9H11O3 in total.

Each line ends with the Mulliken charge.
Positions of all 23 atoms, in Å:
O -1.201 0.922 -0.630  -0.427
O -1.157 2.068 2.253  -0.644
O 0.004 2.817 4.044  -0.737
C -0.197 2.628 2.826  0.486
C -0.045 -2.471 -0.563  -0.430
C 0.938 -4.031 -2.256  -1.380
C -0.542 -0.186 -1.023  0.419
C 0.582 -2.636 -1.812  0.675
C 0.160 -0.297 -2.208  -0.411
C 0.657 -1.532 -2.642  -0.637
C 0.909 3.207 1.868  -0.606
C -0.582 -1.278 -0.139  -0.473
H 1.429 -4.579 -1.453  0.366
H 0.724 4.283 1.825  0.199
H 0.260 0.569 -2.852  0.278
H 1.894 2.985 2.271  0.256
H 1.161 -1.538 -3.599  0.294
H 0.075 -4.608 -2.567  0.270
H -0.159 -3.362 0.036  0.323
H -0.877 1.715 -1.066  0.288
H 0.738 2.793 0.873  0.064
H 1.678 -4.017 -3.062  0.353
H -0.958 -1.073 0.847  0.473

HOMO ... -3.81 eV
Charge ... -1
ΔE to the lowest compared entry with this formula, charge and spin ... 115.5 kJ/mol
Gap between HOMO and LUMO ... 6.7 eV



DFT (ωB97M-V with the def2-TZVPD basis set) results for a cluster of 2 separate species, C9H11O3 in total at a distorted geometry.

Each line ends with the Mulliken charge.
Positions of all 23 atoms, in Å:
O 0.100 -0.266 -4.972  -0.713
O -2.067 -0.507 -4.373  -0.745
O 2.019 1.117 -0.642  -0.487
C -0.822 -1.553 3.404  -1.346
C -0.949 0.082 -4.414  0.577
C -0.965 1.240 -3.353  -0.475
C 1.778 0.630 1.638  -0.807
C -0.117 -0.755 2.346  0.728
C -0.686 -0.680 1.061  -0.414
C 0.032 -0.057 0.043  -0.355
C 1.073 -0.140 2.599  -0.424
C 1.270 0.527 0.328  0.640
H -1.847 -1.135 3.442  0.313
H 2.745 1.654 -0.334  0.312
H -0.939 -2.597 3.121  0.296
H -1.214 0.735 -2.457  -0.051
H -1.647 -1.159 0.837  0.373
H -0.248 0.115 -0.998  0.204
H -0.359 -1.388 4.360  0.359
H 0.046 1.728 -3.196  0.153
H 1.655 -0.337 3.495  0.264
H 2.847 0.787 1.736  0.271
H -1.705 1.958 -3.673  0.327

HOMO ... -3.68 eV
Charge ... -1
ΔE to the lowest compared entry with this formula, charge and spin ... 175.6 kJ/mol
Gap between HOMO and LUMO ... 6.5 eV



DFT (ωB97M-V with the def2-TZVPD basis set) results for a cluster of 2 separate species, C9H12BNO6 in total at a distorted geometry.

Each line ends with the Mulliken charge.
Positions of all 29 atoms, in Å:
O -1.615 -2.658 0.458  -0.556
O 3.648 -0.166 -0.585  -0.471
O 2.988 2.090 -0.143  -0.561
O 0.381 -0.343 -1.973  -0.749
O -2.262 -0.679 -0.309  -0.296
O -3.924 0.916 -1.766  -0.433
N 1.776 0.273 2.392  0.084
C 1.737 0.192 1.042  -0.525
C 0.810 -0.203 3.193  -0.530
C 0.638 -0.396 0.473  0.195
C -2.061 0.725 -0.254  0.090
C -1.514 -1.460 0.471  0.253
C -0.390 -1.021 -2.901  -0.735
C -3.014 1.430 -1.183  -0.229
C -0.314 -0.773 2.660  -0.524
C -0.406 -0.861 1.278  0.621
B 2.866 0.731 0.044  0.526
H -1.105 -1.163 3.284  0.497
H 0.942 -0.112 4.259  0.418
H 0.543 -0.535 -0.664  0.455
H 2.570 0.707 2.840  0.276
H 2.112 2.470 -0.280  0.330
H 3.725 0.046 -1.524  0.327
H -0.122 -0.937 -3.974  0.266
H -0.442 -2.123 -2.767  0.248
H -2.246 1.117 0.753  0.404
H -1.468 -0.742 -2.898  0.145
H -2.800 2.507 -1.331  0.342
H -1.052 0.969 -0.597  0.134

HOMO ... -7.24 eV
Gap between HOMO and LUMO ... 6.1 eV



DFT (ωB97M-V with the def2-TZVPD basis set) results for a cluster of 2 separate species, C9H12ClFN3O in total at a distorted geometry.

Each line ends with the Mulliken charge.
Positions of all 27 atoms, in Å:
Cl 1.180 3.423 -2.396  -0.191
F 2.722 -1.091 1.109  -0.194
O -2.533 -0.187 0.649  -0.454
N 1.599 -0.598 1.745  -0.232
N 2.073 0.794 -1.036  -0.367
N 1.021 -1.696 -0.497  -0.353
C -1.065 2.693 -1.199  -0.462
C -0.858 -1.824 1.161  -1.002
C -0.258 0.242 -0.200  0.469
C -1.950 1.903 -0.522  -1.036
C 0.271 2.335 -1.471  -0.144
C -1.585 0.646 -0.031  0.047
C 0.172 -1.057 0.263  1.003
C -2.300 -1.578 0.469  -0.446
C 0.713 1.170 -0.864  0.496
H -1.229 3.670 -1.547  0.472
H 2.599 1.463 -1.561  0.184
H -0.790 -1.384 2.112  0.351
H -2.128 -2.060 -0.547  0.293
H 1.728 -0.794 2.703  0.274
H -2.889 2.197 -0.205  0.550
H -0.656 -2.899 1.195  0.418
H 1.560 -2.548 -0.175  0.285
H 2.499 0.049 -0.579  0.104
H 1.759 0.402 1.684  0.264
H 1.489 -1.149 -1.209  0.278
H -3.145 -2.123 0.950  0.392

HOMO ... -11.92 eV
Charge ... +1
ΔE to the lowest compared entry with this formula, charge and spin ... 155.9 kJ/mol
Gap between HOMO and LUMO ... 8.0 eV